A molecular structure, C37H55BiF3GeN2O3Si, computed with ωB97M-V/def2-TZVPD.

Cartesian coordinates (Å):
Bi 0.18 -0.72 0.49
C 3.88 -0.25 -0.16
C 3.49 -1.17 0.98
C 4.38 -2.40 0.98
C 3.56 -0.46 2.33
O 2.11 -1.63 0.71
Ge 1.46 -3.37 1.65
O 0.17 -1.99 2.29
C -0.97 -2.33 3.14
C -2.10 -2.83 2.26
C -1.36 -1.06 3.88
C -0.52 -3.40 4.12
O 0.38 -3.54 0.21
C 0.46 -4.61 -0.76
C -0.88 -4.62 -1.49
C 1.60 -4.30 -1.72
C 0.70 -5.94 -0.05
H 4.84 0.22 0.05
H 3.97 -0.81 -1.09
H 3.15 0.54 -0.29
H 5.42 -2.08 0.96
H 4.26 -3.01 1.88
H 4.20 -3.01 0.10
H 4.60 -0.37 2.64
H 3.16 0.55 2.28
H 3.02 -1.02 3.09
H -2.42 -2.06 1.55
H -1.80 -3.70 1.68
H -2.97 -3.09 2.86
H -1.79 -0.32 3.19
H -2.12 -1.28 4.63
H -0.50 -0.62 4.37
H -0.28 -4.34 3.62
H 0.34 -3.08 4.70
H -1.34 -3.62 4.81
H -1.18 -3.60 -1.71
H -0.81 -5.17 -2.43
H -1.66 -5.09 -0.89
H 1.45 -3.33 -2.19
H 2.56 -4.28 -1.19
H 1.68 -5.06 -2.50
H -0.08 -6.11 0.70
H 0.67 -6.77 -0.75
H 1.67 -5.96 0.44
C 0.42 1.26 1.59
Si -0.23 2.91 1.01
C -2.23 2.84 0.81
N -2.76 1.85 -0.01
C -2.78 2.00 -1.46
C -4.21 1.84 -1.98
C -4.86 0.57 -1.47
C -4.80 0.52 0.05
C -3.35 0.64 0.53
C 0.44 3.44 -0.64
C -0.14 4.45 -1.41
C 0.45 4.88 -2.59
C 1.65 4.33 -3.00
C 2.27 3.36 -2.23
C 1.66 2.92 -1.07
C -0.06 4.19 2.33
C -0.54 3.97 3.63
C -0.39 4.92 4.62
C 0.24 6.12 4.33
C 0.73 6.36 3.05
C 0.57 5.41 2.06
H -0.01 1.04 2.56
H 1.48 1.43 1.79
H -2.41 3.83 0.39
H -2.61 2.76 1.83
H -2.13 1.22 -1.87
H -2.35 2.96 -1.71
H -4.17 1.86 -3.07
H -4.79 2.72 -1.67
H -4.34 -0.30 -1.88
H -5.89 0.51 -1.81
H -5.21 -0.42 0.44
H -5.38 1.33 0.49
H -2.78 -0.21 0.13
H -3.25 0.66 1.61
H -1.06 4.93 -1.10
H -0.02 5.66 -3.18
H 2.12 4.68 -3.91
H 3.23 2.95 -2.53
H 2.17 2.17 -0.46
H -1.03 3.03 3.88
H -0.77 4.74 5.61
H 0.36 6.87 5.10
H 1.23 7.30 2.83
H 0.96 5.61 1.07
F -0.38 -1.90 -6.85
C 0.82 -1.64 -6.33
F 1.56 -2.75 -6.42
F 1.40 -0.70 -7.08
C 0.72 -1.19 -4.89
C 1.80 -0.58 -4.28
C 1.70 -0.22 -2.95
N 0.60 -0.43 -2.22
C -0.43 -1.02 -2.82
C -0.43 -1.41 -4.15
H 2.71 -0.39 -4.83
H 2.52 0.27 -2.46
H -1.30 -1.20 -2.21
H -1.30 -1.88 -4.58

For the HOMO-LUMO gap (alpha / beta), the calculation gives 0.30162 / 0.22566 Eh. Its net charge is +2. As for the spin multiplicity: 2. The calculation puts the LUMO energy (alpha / beta) at -5.511 / -7.581 eV. The largest force on an atom comes out at 0.5 eV/A. The expectation value of S² is 0.7544.